# C35H34GeMoN2S2

A molecular structure, C35H34GeMoN2S2 (wB97M-V/def2-TZVPD, the Open Molecules 2025 dataset).

Cartesian coordinates (Å):
Mo: -0.46452 -0.48852 -0.58948
C: -0.92204 -3.49549 0.29922
N: -1.00949 -2.74275 -0.97951
C: -2.41148 -2.77827 -1.49839
C: -3.29016 -1.80090 -0.74661
N: -2.74321 -0.42027 -0.87530
C: -3.04962 0.10608 -2.22891
C: -3.37090 0.41118 0.16613
C: -4.55773 1.10191 -0.03085
C: -5.12156 1.80299 1.02838
C: -4.51489 1.79577 2.27475
C: -3.34089 1.09117 2.47379
C: -2.76725 0.39367 1.41597
S: -1.32087 -0.57171 1.66622
C: -0.16716 -3.38147 -2.00045
C: -0.09143 -4.75703 -2.16202
C: 0.66582 -5.28448 -3.20241
C: 1.32927 -4.45303 -4.09104
C: 1.24044 -3.08047 -3.94330
C: 0.49645 -2.54985 -2.89334
S: 0.38781 -0.81375 -2.69161
H: -1.24693 -4.52493 0.15479
H: -1.55581 -3.01402 1.04431
H: 0.11386 -3.47920 0.64151
H: -2.79646 -3.80161 -1.41156
H: -2.36806 -2.53564 -2.56439
H: -3.34421 -2.03204 0.32078
H: -4.31095 -1.81687 -1.14435
H: -4.11033 -0.01695 -2.45194
H: -2.46697 -0.43675 -2.97334
H: -2.79106 1.16292 -2.26487
H: -5.04969 1.11979 -0.98688
H: -6.03739 2.35188 0.87467
H: -4.95697 2.33861 3.09549
H: -2.86140 1.08313 3.44144
H: -0.60667 -5.43710 -1.50436
H: 0.72782 -6.35628 -3.31658
H: 1.91259 -4.87178 -4.89584
H: 1.74386 -2.41853 -4.63138
C: -0.45137 1.27656 -0.96298
Ge: 0.98959 1.55084 0.46642
C: 2.52080 2.38448 -0.35974
C: 3.43691 3.00525 0.48865
C: 4.56462 3.61657 -0.04114
C: 4.76946 3.62660 -1.40868
C: 3.85364 3.02626 -2.26102
C: 2.73245 2.40504 -1.73883
C: 0.41212 2.27367 2.16231
C: -0.61560 3.21593 2.12183
C: -1.00263 3.87726 3.27897
C: -0.36470 3.60501 4.47622
C: 0.66508 2.67591 4.52442
C: 1.05774 2.01366 3.37242
C: 1.50680 -0.49595 0.48358
C: 2.66884 -0.49366 -0.35866
C: 3.91176 -0.88300 0.08008
C: 4.08892 -1.27056 1.40314
C: 3.01339 -1.25376 2.27716
C: 1.76112 -0.86778 1.83206
H: -0.67626 2.11183 -1.61660
H: 3.27367 3.02934 1.55791
H: 5.27568 4.09566 0.61612
H: 5.64324 4.11144 -1.81683
H: 4.01309 3.04941 -3.32891
H: 2.02855 1.93014 -2.41249
H: -1.13436 3.44056 1.19449
H: -1.79706 4.60801 3.24075
H: -0.66131 4.12354 5.37555
H: 1.16678 2.47239 5.45930
H: 1.86951 1.30204 3.42416
H: 2.57614 -0.14622 -1.38207
H: 4.75022 -0.86506 -0.59883
H: 5.06849 -1.56153 1.75532
H: 3.14912 -1.53544 3.31069
H: 0.96373 -0.85383 2.56648

Values from the calculation:
* ΔE to the lowest compared entry with this formula, charge and spin: 0.000 eV
* F_max: 0.78 eV/A
* frontier orbital gap: 5.905 eV
* lowest unoccupied orbital energy: -7.5 eV
* HOMO level: -13.45 eV
* total energy: -4404.5649 hartree
* net charge: +2

=====

# C66H148N8O14

12 unconnected molecules or ions with the total composition C66H148N8O14 (wB97M-V/def2-TZVPD, the Open Molecules 2025 dataset).

Cartesian coordinates (Å):
C: 3.40633 -0.05578 -8.02055
C: 2.04071 -0.63258 -7.89582
C: 1.62201 -0.81070 -6.46983
N: 0.30103 -1.46831 -6.13160
C: -0.78981 -0.92139 -6.95902
C: -2.16262 -1.62453 -6.77685
C: -2.11038 -3.11729 -7.05699
C: -0.95764 -3.72470 -6.30071
C: 0.41841 -2.96736 -6.38316
C: 0.13247 -1.32359 -4.64994
H: 4.06910 -0.71106 -7.44650
H: 3.46689 1.01948 -7.67137
H: 3.77859 -0.16642 -9.06340
H: 2.10122 -1.61991 -8.31269
H: 1.27361 -0.11553 -8.46042
H: 1.62426 0.11517 -5.79417
H: 2.30674 -1.43805 -5.99189
H: -0.45045 -1.06185 -8.01521
H: -0.78679 0.15617 -6.74847
H: -2.91647 -1.28421 -7.49018
H: -2.71809 -1.41354 -5.83525
H: -1.97870 -3.32113 -8.14574
H: -3.05507 -3.48307 -6.69453
H: -0.84066 -4.79342 -6.50211
H: -1.25567 -3.73371 -5.23554
H: 0.73427 -3.03678 -7.41237
H: 1.22780 -3.31193 -5.74721
H: -0.66666 -2.03892 -4.25498
H: -0.09310 -0.24237 -4.49485
H: 1.04589 -1.62909 -4.10795
C: 1.46046 1.20425 12.20321
C: 0.81405 1.09454 10.79343
C: 1.68142 1.79542 9.83673
N: 1.21775 1.96306 8.36191
C: 2.23740 2.69904 7.57663
C: 2.06550 2.80461 6.10561
C: 1.87602 1.45001 5.41655
C: 0.81649 0.68467 6.20469
C: 1.11284 0.56400 7.67689
C: -0.05415 2.68741 8.35902
H: 0.64620 0.98334 12.93199
H: 1.78197 2.21595 12.35467
H: 2.32757 0.57171 12.39278
H: -0.14955 1.61302 11.00891
H: 0.67753 0.02365 10.61797
H: 2.66456 1.33527 9.72861
H: 1.80981 2.81538 10.20323
H: 3.18844 2.26091 7.86197
H: 2.24544 3.73519 7.97476
H: 3.00848 3.25280 5.81689
H: 1.22807 3.45714 5.85225
H: 2.71686 0.77214 5.39421
H: 1.56750 1.44290 4.36243
H: 0.76940 -0.34262 5.83044
H: -0.30390 1.00413 6.17430
H: 2.01155 0.00447 7.98485
H: 0.37468 0.08475 8.31206
H: -0.13067 3.05998 7.34886
H: -0.07518 3.42508 9.20575
H: -0.85308 1.97314 8.53573
C: 8.65073 -2.58960 -0.94405
C: 7.67765 -3.51352 -0.23045
C: 6.24988 -2.98573 -0.14131
N: 5.33337 -3.93661 0.64387
C: 5.64330 -3.93964 2.10855
C: 4.58281 -4.50815 2.97544
C: 3.25548 -3.74029 2.86107
C: 2.79475 -3.84240 1.39329
C: 3.91294 -3.40616 0.44284
C: 5.33186 -5.32372 0.02260
H: 8.55246 -1.62697 -0.36702
H: 8.38677 -2.42754 -2.04256
H: 9.63373 -2.99001 -0.83550
H: 7.97894 -3.69018 0.79562
H: 7.67895 -4.52717 -0.63919
H: 5.84682 -2.90006 -1.11379
H: 6.24588 -2.07994 0.45786
H: 5.66708 -2.83238 2.33821
H: 6.57852 -4.48366 2.18889
H: 4.93704 -4.41716 4.00102
H: 4.42685 -5.54466 2.78339
H: 3.46412 -2.69650 3.09920
H: 2.50179 -4.20968 3.45123
H: 1.97451 -3.18671 1.12254
H: 2.54760 -4.92462 1.21206
H: 4.05619 -2.35327 0.44541
H: 3.63698 -3.57754 -0.57483
H: 6.10056 -5.93067 0.55026
H: 5.47231 -5.28658 -1.07072
H: 4.36449 -5.82317 0.21448
C: -5.23428 5.00999 4.74275
C: -4.58064 4.99033 3.33458
C: -5.62672 4.57247 2.27873
N: -5.22663 4.69108 0.76697
C: -4.10483 3.75656 0.42261
C: -3.65236 3.88450 -1.07151
C: -4.77546 3.49201 -1.97364
C: -6.06498 4.25659 -1.56237
C: -6.37793 4.27352 -0.03227
C: -5.02574 6.18490 0.54305
H: -5.43384 4.04053 5.12963
H: -6.21421 5.52100 4.69744
H: -4.61045 5.53307 5.52170
H: -3.71622 4.34408 3.26983
H: -4.26489 5.97614 3.04428
H: -6.50409 5.24885 2.41223
H: -5.94135 3.57923 2.40862
H: -4.50682 2.76366 0.70370
H: -3.27573 3.94470 1.06187
H: -2.72132 3.24673 -1.09597
H: -3.25910 4.91393 -1.20667
H: -4.81116 2.36493 -1.82209
H: -4.58236 3.69442 -2.99701
H: -6.98410 3.71471 -1.90715
H: -6.20580 5.23469 -2.11182
H: -6.65029 3.21240 0.19481
H: -7.21471 4.91528 0.25881
H: -4.72298 6.41658 -0.48275
H: -4.14943 6.43739 1.11119
H: -5.96948 6.68659 0.88115
C: -8.28234 -3.41273 0.40022
C: -8.97463 -4.72501 0.10225
C: -9.51100 -4.78284 -1.33892
N: -10.44548 -5.89772 -1.63118
C: -10.77098 -5.92111 -3.15683
C: -9.49206 -6.36336 -3.90877
C: -9.04573 -7.74925 -3.39599
C: -8.80059 -7.75636 -1.88511
C: -10.01045 -7.28418 -1.20389
C: -11.78489 -5.60045 -1.01188
H: -7.59164 -3.23739 -0.46181
H: -7.67038 -3.42913 1.31279
H: -8.97137 -2.56251 0.47952
H: -9.78442 -4.89118 0.80311
H: -8.27691 -5.50810 0.26634
H: -8.62459 -4.68645 -2.02141
H: -10.01505 -3.83124 -1.55198
H: -11.12061 -4.88168 -3.32380
H: -11.66784 -6.61197 -3.32408
H: -8.67982 -5.62042 -3.87115
H: -9.80605 -6.53770 -4.94290
H: -8.23285 -8.16330 -3.98120
H: -9.94852 -8.35751 -3.67458
H: -8.04818 -6.98598 -1.75873
H: -8.45675 -8.74773 -1.54364
H: -9.87700 -7.17758 -0.12062
H: -10.93113 -7.87606 -1.37382
H: -11.79488 -5.78691 0.05833
H: -12.48875 -6.30605 -1.43088
H: -12.10850 -4.57222 -1.15372
C: 7.21745 -0.89913 -6.27346
C: 6.50745 0.35374 -5.77574
C: 5.93104 0.08289 -4.33357
N: 5.23522 1.13000 -3.51662
C: 5.01695 0.72602 -2.12652
C: 6.29970 0.70030 -1.34746
C: 7.07176 2.02175 -1.43090
C: 7.29960 2.41581 -2.84737
C: 5.99477 2.50336 -3.62694
C: 3.88285 1.25880 -4.23672
H: 6.57785 -1.74890 -6.12990
H: 8.10051 -1.00902 -5.63931
H: 7.60068 -0.78345 -7.32152
H: 5.70158 0.65417 -6.46247
H: 7.16815 1.25795 -5.71066
H: 6.68905 -0.37490 -3.70898
H: 5.19271 -0.73315 -4.50588
H: 4.58704 -0.27085 -2.26826
H: 4.29222 1.41526 -1.71840
H: 6.89818 -0.16168 -1.56964
H: 5.93232 0.58943 -0.31189
H: 8.01189 1.89814 -0.90556
H: 6.57486 2.83745 -0.92956
H: 7.98712 1.77212 -3.44812
H: 7.74623 3.42373 -2.88276
H: 6.02173 2.70896 -4.68862
H: 5.29642 3.23054 -3.25220
H: 3.24258 2.02715 -3.79765
H: 3.47025 0.24098 -4.13894
H: 4.00519 1.44090 -5.29332
C: 0.28440 -1.37420 -0.01458
C: -0.68320 -0.27927 0.36930
C: -1.51465 -0.58204 1.59052
O: -2.70974 0.30148 1.45455
C: -3.48097 0.25881 2.63966
N: 0.01679 1.03746 0.51540
H: 0.01613 1.40079 -0.43137
H: -0.57489 1.62595 1.10995
H: 1.03695 1.01756 0.84897
H: 1.05081 -1.03435 -0.77689
H: -0.21532 -2.29168 -0.34821
H: 0.82016 -1.69258 0.92376
H: -1.43627 -0.20062 -0.46982
H: -0.89913 -0.38701 2.46017
H: -1.82876 -1.63812 1.66887
H: -3.95973 -0.74572 2.78685
H: -4.19303 1.05087 2.54009
H: -2.91674 0.48392 3.54378
C: 2.71883 5.22818 0.12475
C: 2.71363 4.62685 1.49310
C: 2.89205 5.72992 2.55225
O: 2.03729 6.74075 2.14958
C: 2.16667 7.88801 3.07576
N: 1.44327 3.80648 1.74904
H: 1.74542 2.83547 1.85978
H: 0.82109 4.13075 2.50157
H: 0.80326 3.81691 0.85462
H: 2.83926 4.43990 -0.66146
H: 3.56336 5.94817 -0.00028
H: 1.79185 5.77187 0.03559
H: 3.53850 3.92003 1.62110
H: 3.97365 6.07457 2.65154
H: 2.50258 5.28095 3.45351
H: 1.49159 8.61414 2.68551
H: 3.26924 8.24427 3.08580
H: 1.90850 7.63848 4.12474
O: 0.00850 4.38981 -2.65346
C: 0.11142 3.42990 -1.61152
O: -0.09512 3.89007 -0.41039
O: 0.35557 2.28993 -1.96871
H: 0.01931 5.27363 -2.30038
O: 3.45530 0.90598 2.84224
C: 3.45109 0.48906 1.54897
O: 4.30664 -0.35310 1.18203
O: 2.61392 1.11853 0.83810
H: 4.20341 0.39047 3.15896
O: 4.10361 -3.92286 -3.25019
C: 3.43363 -2.69251 -3.75662
O: 2.80670 -2.00266 -2.97612
O: 3.55178 -2.53051 -5.00372
H: 4.43395 -4.16872 -4.08780
O: -0.95455 4.21606 3.56287
C: -1.30788 2.93117 3.92604
O: -2.24503 2.88123 4.72452
O: -0.67257 2.06346 3.30223
H: -1.52959 4.78435 3.98166

Values from the calculation:
* F_max: 4.19 eV/A
* frontier orbital gap: 9.110 eV
* lowest unoccupied orbital energy: -5.8 eV
* HOMO level: -14.93 eV
* total energy: -4093.8470 hartree
* net charge: +4